Entry 1:
{"formula": "C6H12O", "method": "ωB97M-V/def2-TZVPD", "symbols": ["O", "C", "C", "C", "C", "C", "C", "H", "H", "H", "H", "H", "H", "H", "H", "H", "H", "H", "H"], "coordinates": [[-0.6683, 1.8701, 0.0616], [-1.4393, 0.3429, 0.4585], [1.0362, -0.2196, 0.5485], [-0.4094, -1.0295, -1.4110], [-0.2965, -0.2598, -0.1383], [-1.6557, -0.0739, 1.7666], [2.1403, 0.3189, -0.3707], [1.8491, 1.3083, -0.7348], [-1.4220, -1.0009, -1.8192], [0.2946, -0.6578, -2.1630], [2.3260, -0.3406, -1.2255], [-2.3267, 0.3813, -0.1745], [1.2978, -1.2360, 0.8763], [3.0783, 0.4080, 0.1855], [-0.1367, -2.0758, -1.2169], [-1.1790, 2.3039, -0.6412], [-2.6597, -0.1182, 2.1760], [0.9594, 0.4211, 1.4281], [-0.8380, -0.3398, 2.4263]], "forces_ev_per_angstrom": [[-0.3, 0.4, 0.0], [0.1, -0.2, -0.5], [-0.1, 0.0, 0.1], [0.0, 0.1, 0.0], [0.0, -0.4, 0.0], [0.0, 0.1, 0.4], [0.0, 0.0, 0.0], [0.1, -0.1, 0.0], [0.1, 0.0, 0.1], [-0.1, 0.0, 0.1], [0.0, 0.1, 0.1], [0.1, 0.0, 0.1], [0.0, 0.1, -0.1], [-0.1, 0.0, -0.1], [0.0, 0.1, 0.0], [0.1, -0.1, 0.2], [0.1, 0.0, -0.1], [0.0, -0.1, -0.1], [-0.1, 0.1, -0.1]], "mol_weight_g_mol": 100.2, "total_energy_ha": -310.8981, "gap_ha": [0.279, 0.252], "e_lumo_ev": [0.08, -0.29], "homo_energy_ev": [-7.516, -7.147]}

Entry 2:
{"formula": "C6H12O", "method": "ωB97M-V/def2-TZVPD", "symbols": ["O", "C", "C", "C", "C", "C", "C", "H", "H", "H", "H", "H", "H", "H", "H", "H", "H", "H", "H"], "coordinates": [[-0.4837, 2.1362, 0.8610], [-0.5305, 1.0530, -0.0528], [-1.8817, 1.1475, -0.7521], [1.0402, -1.4862, 0.7075], [-0.4075, -0.2805, 0.6679], [-0.1707, -1.5335, -0.1562], [2.2439, -0.9156, -0.0120], [2.7503, -1.8187, -0.3828], [-0.0310, -1.3139, -1.2231], [0.3861, 2.1466, 1.2801], [0.5304, -0.3535, 1.4192], [-0.8923, -2.3375, -0.0004], [-1.9830, 2.1187, -1.2455], [-1.9963, 0.3540, -1.4972], [0.2770, 1.1411, -0.7993], [2.0588, -0.2726, -0.8892], [-2.6882, 1.0529, -0.0155], [2.9567, -0.4223, 0.6595], [-1.1784, -0.4159, 1.4310]], "forces_ev_per_angstrom": [[0.3, 0.1, 0.1], [0.0, -0.3, -0.2], [0.0, 0.0, 0.0], [0.1, -0.1, -0.2], [-0.2, 0.1, 0.0], [0.0, -0.1, -0.1], [0.0, 0.1, 0.0], [-0.1, 0.1, 0.0], [0.0, 0.0, 0.2], [-0.1, 0.0, 0.0], [0.0, 0.1, 0.1], [0.2, 0.2, 0.0], [0.0, -0.1, 0.1], [0.0, 0.1, 0.1], [-0.2, 0.0, 0.1], [0.0, -0.1, 0.1], [0.1, 0.0, -0.1], [-0.2, -0.1, -0.1], [0.1, 0.0, -0.1]], "mol_weight_g_mol": 100.2, "total_energy_ha": -310.9104, "gap_ha": 0.325, "e_lumo_ev": 0.85, "homo_energy_ev": -8.009}

Entry 3:
{"formula": "C6H12O", "method": "ωB97M-V/def2-TZVPD", "symbols": ["O", "C", "C", "C", "C", "C", "C", "H", "H", "H", "H", "H", "H", "H", "H", "H", "H", "H", "H"], "coordinates": [[0.7888, -0.1273, 0.3773], [-1.5615, -0.2902, 0.5321], [-2.1262, 1.0652, 0.1464], [3.0158, 0.5862, 0.3171], [1.9931, -0.3344, -0.3148], [-0.3130, -0.8363, -0.1283], [-2.8137, -0.1937, -0.2872], [2.6931, 1.6267, 0.2121], [2.3135, -1.3884, -0.2486], [-2.7181, -0.4833, -1.3285], [-2.6619, 1.6796, 0.8711], [1.8693, -0.0993, -1.3870], [-0.3505, -0.7536, -1.2302], [3.0975, 0.3634, 1.3851], [-3.7710, -0.4241, 0.1694], [-1.6321, -0.6076, 1.5721], [-1.6052, 1.6689, -0.5928], [-0.2134, -1.9183, 0.0877], [3.9956, 0.4666, -0.1529]], "forces_ev_per_angstrom": [[0.0, 0.1, 0.1], [0.1, 0.0, 0.1], [0.1, 0.1, 0.0], [0.1, 0.0, 0.0], [0.3, 0.0, -0.1], [-0.3, 0.0, -0.1], [-0.2, -0.2, -0.2], [0.1, -0.1, 0.0], [-0.1, 0.1, 0.0], [-0.1, 0.0, 0.1], [0.4, -0.3, 0.1], [0.0, 0.0, 0.2], [-0.1, 0.2, 0.2], [0.1, 0.0, -0.1], [0.2, 0.0, -0.1], [-0.2, 0.2, -0.2], [0.0, -0.3, 0.0], [0.0, 0.3, 0.0], [-0.1, 0.0, 0.1]], "mol_weight_g_mol": 100.2, "total_energy_ha": -311.0026, "gap_ha": 0.401, "e_lumo_ev": 1.19, "smiles": "CCOCC1CC1", "homo_energy_ev": -9.734}

Entry 4:
{"formula": "C6H12O", "method": "ωB97M-V/def2-TZVPD", "symbols": ["O", "C", "C", "C", "C", "C", "C", "H", "H", "H", "H", "H", "H", "H", "H", "H", "H", "H", "H"], "coordinates": [[1.7726, -0.5459, -1.4098], [1.0604, 1.3988, 0.9637], [-1.7439, -0.7160, -0.6912], [-0.0017, 1.2021, -0.1330], [-1.3800, -0.7676, 0.7671], [-0.3820, -0.2653, -0.2401], [0.7940, -1.1798, -0.6122], [-0.8823, 1.8027, 0.1295], [-1.2288, -1.7309, 1.2472], [0.4372, -2.0080, -1.2288], [-2.4949, -0.0083, -1.0295], [-1.8412, -0.0213, 1.4123], [0.6033, 1.2565, 1.9486], [-1.7738, -1.6701, -1.2132], [1.2407, -1.6161, 0.2944], [2.0860, 0.2336, -0.9374], [1.8803, 0.6678, 0.9088], [0.3420, 1.5729, -1.1080], [1.5121, 2.3951, 0.9317]], "forces_ev_per_angstrom": [[0.1, 0.1, -0.1], [0.0, 0.0, 0.1], [-0.1, 0.0, -0.2], [0.0, 0.0, 0.0], [0.0, -0.1, 0.2], [0.1, 0.1, 0.0], [-0.2, -0.2, 0.2], [0.1, -0.2, -0.1], [0.0, 0.1, -0.2], [0.0, 0.0, 0.2], [0.2, 0.0, 0.1], [0.1, -0.1, -0.1], [0.1, 0.1, -0.1], [0.0, 0.2, 0.0], [0.0, 0.1, -0.1], [0.1, -0.1, -0.1], [-0.2, 0.2, 0.0], [0.0, -0.1, 0.2], [-0.1, -0.1, 0.0]], "mol_weight_g_mol": 100.2, "total_energy_ha": -311.0106, "gap_ha": 0.399, "e_lumo_ev": 0.99, "smiles": "CCC1(CO)CC1", "homo_energy_ev": -9.856}

Entry 5:
{"formula": "C6H12O", "method": "ωB97M-V/def2-TZVPD", "symbols": ["O", "C", "C", "C", "C", "C", "C", "H", "H", "H", "H", "H", "H", "H", "H", "H", "H", "H", "H"], "coordinates": [[0.5546, -0.0900, 1.1397], [-0.0100, 1.3304, -0.7463], [-0.4121, 0.1275, 0.1174], [1.2818, -1.3166, 0.7907], [0.2505, -2.2219, 0.2114], [-0.4158, 2.7397, -0.2915], [-0.4532, -1.3210, -0.7916], [-1.4011, 0.3001, 0.5841], [0.9317, -3.0386, -0.0748], [1.7379, -1.7007, 1.7029], [-0.4673, -2.5639, 0.9649], [-1.4976, 2.8095, -0.1293], [2.0605, -1.1687, 0.0062], [1.0826, 1.2971, -0.8580], [0.0869, 3.0573, 0.6289], [-1.4378, -1.7314, -1.1063], [-0.1571, 3.4664, -1.0744], [0.1273, -1.2166, -1.7270], [-0.4599, 1.1388, -1.7228]], "forces_ev_per_angstrom": [[0.5, -1.0, -0.5], [-0.1, -0.2, -0.2], [-0.3, -1.1, -1.3], [-0.4, 1.4, 0.7], [0.6, -0.5, 0.2], [0.0, -0.1, 0.1], [0.2, 1.0, 0.6], [0.4, -0.2, -0.1], [-1.1, -0.4, -0.8], [0.1, 0.2, 0.0], [0.3, 0.0, 0.0], [0.1, 0.0, 0.0], [-0.3, 0.4, 0.6], [-0.2, -0.1, -0.1], [-0.1, -0.2, -0.1], [0.4, 0.7, 0.5], [0.0, -0.2, 0.2], [-0.1, 0.2, 0.5], [0.1, 0.2, -0.2]], "mol_weight_g_mol": 100.2, "total_energy_ha": -311.0168, "gap_ha": 0.393, "e_lumo_ev": 1.15, "smiles": "CC[C@H]1CCCO1", "homo_energy_ev": -9.552}

Entry 6:
{"formula": "C6H12O", "method": "ωB97M-V/def2-TZVPD", "symbols": ["O", "C", "C", "C", "C", "C", "C", "H", "H", "H", "H", "H", "H", "H", "H", "H", "H", "H", "H"], "coordinates": [[1.0674, -0.4869, 1.6608], [-2.0830, 0.3416, -0.1304], [-1.9028, -1.1492, -0.1100], [2.8106, -0.4521, 0.0472], [-1.7909, 1.1275, -1.1625], [1.4852, 0.1030, 0.4868], [1.0291, 1.3082, -0.0337], [3.0221, -0.1531, -0.9806], [3.5540, 0.0184, 0.6977], [0.3168, 0.0339, 1.9790], [0.2193, 1.6949, 0.6060], [-1.3912, 0.7246, -2.0916], [-1.1380, -1.4501, 0.6192], [-2.4556, 0.7959, 0.7895], [2.8728, -1.5334, 0.1664], [-1.8905, 2.2083, -1.1112], [0.7005, 0.0458, -0.5133], [-1.5938, -1.5210, -1.0926], [-2.8319, -1.6562, 0.1733]], "forces_ev_per_angstrom": [[-0.1, 0.0, 0.0], [0.0, 0.1, -0.2], [0.0, 0.0, -0.1], [0.1, -0.2, -0.1], [-0.1, -0.1, 0.1], [0.8, 0.5, 0.5], [0.1, -0.5, 0.0], [-0.1, -0.1, 0.2], [0.0, -0.2, -0.1], [0.1, -0.1, 0.1], [-0.2, -0.2, -0.3], [-0.1, 0.0, 0.1], [-0.2, 0.0, -0.1], [0.0, 0.0, -0.1], [0.0, 0.0, 0.0], [0.0, -0.2, 0.0], [-0.2, 0.8, -0.1], [-0.1, 0.0, 0.1], [0.1, 0.1, 0.0]], "mol_weight_g_mol": 100.2, "total_energy_ha": -310.8853, "gap_ha": 0.344, "e_lumo_ev": 0.70, "homo_energy_ev": -8.676}

Entry 7:
{"formula": "C6H12O", "method": "ωB97M-V/def2-TZVPD", "symbols": ["O", "C", "C", "C", "C", "C", "C", "H", "H", "H", "H", "H", "H", "H", "H", "H", "H", "H", "H"], "coordinates": [[1.8847, -0.0376, -0.2996], [-0.5895, -0.1662, -0.2768], [-1.6476, -0.9667, -0.9899], [0.7690, -0.8644, -0.0584], [-1.7612, -0.7153, 0.4879], [-0.5484, 1.3280, -0.5366], [2.3168, 0.6656, 0.8397], [-1.5807, -1.5519, 1.1609], [-2.5187, -0.0170, 0.8370], [0.8637, -1.7055, -0.7557], [0.8251, -1.2790, 0.9621], [-1.5074, 1.6729, -0.9389], [-1.3918, -1.9736, -1.3138], [3.1127, 1.3428, 0.5201], [-0.3566, 1.8993, 0.3800], [1.5112, 1.2600, 1.2922], [-2.3290, -0.4426, -1.6558], [0.2363, 1.5722, -1.2586], [2.7116, -0.0211, 1.6042]], "forces_ev_per_angstrom": [[0.0, 0.0, -0.1], [0.0, 0.0, 0.0], [0.0, -0.1, -0.2], [-0.1, -0.2, 0.0], [-0.1, 0.0, 0.2], [0.0, 0.0, 0.0], [0.1, 0.2, 0.2], [0.0, 0.1, -0.1], [0.1, -0.1, -0.1], [0.0, 0.1, 0.1], [0.0, 0.1, -0.1], [0.1, -0.1, 0.1], [0.0, 0.2, 0.1], [-0.1, -0.1, 0.1], [0.0, -0.1, -0.1], [0.1, -0.1, -0.1], [0.1, -0.1, 0.1], [-0.1, 0.0, 0.1], [-0.1, 0.1, -0.1]], "mol_weight_g_mol": 100.2, "total_energy_ha": -310.9954, "gap_ha": 0.395, "e_lumo_ev": 1.05, "smiles": "COCC1(C)CC1", "homo_energy_ev": -9.707}